Below is a structure of composition C10H19N3O10PPdS2, with properties calculated with ωB97M-V/def2-TZVPD.

```
! wB97M-V def2-TZVPD RIJCOSX def2/J DEFGRID3
* xyz 3 1
Pd -0.173 -0.786 0.235
O -1.268 -0.383 4.076
S -1.042 0.104 2.770
O -1.417 -0.996 1.718
O 0.311 0.420 2.327
C -2.135 1.448 2.438
C -2.903 1.865 3.507
C -3.801 2.925 3.356
C -3.936 3.554 2.137
C -3.171 3.140 1.047
C -2.271 2.100 1.189
S -1.355 1.698 -0.250
O 0.085 1.630 0.080
O -1.714 2.540 -1.333
O -1.630 0.214 -0.588
H -2.804 1.367 4.461
H -4.390 3.243 4.205
H -4.636 4.369 2.015
H -3.279 3.629 0.088
N 1.786 2.854 -1.809
C 1.385 1.740 -2.727
P 2.050 0.167 -2.020
O 3.236 0.569 -1.217
O 0.934 -0.716 -1.458
C 2.732 -0.832 -3.425
N 4.237 -0.776 -3.310
H 2.755 2.715 -1.495
H 1.194 2.821 -0.966
H 1.688 3.771 -2.249
H 1.848 1.926 -3.697
H 0.305 1.752 -2.850
H 2.429 -0.481 -4.409
H 2.409 -1.864 -3.318
H 4.662 -1.705 -3.326
H 4.459 -0.316 -2.403
H 4.670 -0.237 -4.062
N -0.837 -5.246 1.203
C 0.439 -4.471 1.363
C 0.282 -3.078 0.810
O -0.676 -2.796 0.019
O 1.067 -2.152 1.125
H -1.536 -4.975 1.903
H -0.672 -6.253 1.313
H -1.260 -5.093 0.281
H 1.236 -4.990 0.830
H 0.703 -4.420 2.419
*
```

Summary:
HOMO level (hartree): -0.6535
Frontier orbital gap (eV): 5.1
Relative energy (zero: lowest compared OMol25 entry of this formula, charge and spin) (kJ/mol): 0.00

Below is an isolated molecule of C6H12O2 at a distorted geometry, with properties calculated with ωB97M-V/def2-TZVPD.

```
! wB97M-V def2-TZVPD RIJCOSX def2/J DEFGRID3
* xyz 0 1
C -1.261 0.867 -1.526
O -0.265 -0.084 -1.233
C 0.533 0.117 -0.004
C 1.071 1.532 0.155
C 1.654 -0.917 0.023
C -0.512 -0.229 1.060
C -1.216 -1.554 0.933
O -0.659 0.496 2.023
H -1.937 1.017 -0.678
H -0.835 1.832 -1.819
H -1.827 0.466 -2.366
H 1.693 1.575 1.045
H 1.662 1.796 -0.720
H 0.266 2.251 0.278
H 1.283 -1.883 -0.310
H 2.449 -0.613 -0.652
H 2.045 -1.016 1.033
H -2.206 -1.488 1.380
H -1.294 -1.865 -0.104
H -0.643 -2.301 1.482
*
```

Summary:
HOMO level (hartree): -0.3401
Frontier orbital gap (eV): 10.2
SMILES string: COC(C)(C)C(C)=O
Relative energy (zero: lowest compared OMol25 entry of this formula, charge and spin) (kJ/mol): 117.46

Below is a cluster of 5 separate species, C20H50FNO8S in total at a distorted geometry, with properties calculated with ωB97M-V/def2-TZVPD.

```
! wB97M-V def2-TZVPD RIJCOSX def2/J DEFGRID3
* xyz 0 1
C -3.551 -4.931 -0.077
O -2.767 -3.920 -0.803
C -1.323 -4.223 -0.792
C -0.649 -3.395 -2.040
C 0.320 -2.142 -1.549
C -0.509 -0.753 -1.268
C -1.616 -0.909 -0.060
C -1.663 0.496 0.845
C -1.310 0.197 2.444
C -0.398 1.432 3.088
C 1.153 1.453 2.560
N 1.981 0.246 2.934
C 1.872 -0.885 1.937
O 3.229 -1.009 1.309
C 3.420 0.050 0.290
S 1.744 -0.268 4.584
O 3.055 -1.052 4.985
O 0.553 -1.238 4.806
F 1.709 1.112 5.657
H -3.097 -6.011 -0.091
H -3.795 -4.569 1.025
H -4.596 -5.010 -0.641
H -0.815 -3.920 0.245
H -1.076 -5.372 -0.948
H 0.064 -4.152 -2.617
H -1.438 -3.025 -2.849
H 0.888 -2.504 -0.592
H 1.128 -1.896 -2.387
H 0.206 0.149 -0.990
H -1.122 -0.488 -2.251
H -2.710 -1.099 -0.495
H -1.264 -1.798 0.626
H -1.003 1.351 0.380
H -2.789 0.866 0.770
H -2.365 0.241 3.000
H -0.855 -0.864 2.632
H -0.511 1.513 4.269
H -0.904 2.429 2.669
H 1.097 1.463 1.367
H 1.727 2.461 2.838
H 1.017 -0.736 1.128
H 1.614 -1.923 2.466
H 2.540 -0.088 -0.499
H 4.429 -0.225 -0.285
H 3.428 1.139 0.721
C -0.422 -8.014 -3.245
C 0.570 -8.196 -2.115
O 0.112 -7.518 -0.954
H -0.558 -6.952 -3.471
H -0.081 -8.527 -4.149
H -1.404 -8.409 -2.965
H 1.544 -7.781 -2.390
H 0.702 -9.255 -1.874
H -0.750 -7.900 -0.713
C -3.344 4.738 2.493
C -2.559 4.937 1.213
O -2.789 3.850 0.329
H -3.054 3.802 2.981
H -3.175 5.566 3.187
H -4.417 4.669 2.282
H -1.487 4.984 1.425
H -2.853 5.865 0.712
H -3.742 3.822 0.140
C -2.569 6.982 -3.038
C -2.933 5.512 -3.049
O -4.283 5.344 -2.642
H -2.705 7.405 -2.037
H -1.530 7.129 -3.345
H -3.220 7.548 -3.714
H -2.296 4.955 -2.356
H -2.812 5.085 -4.049
H -4.842 5.835 -3.268
C 6.916 3.114 0.428
C 6.882 2.854 -1.063
O 5.714 2.121 -1.401
H 6.903 2.170 0.984
H 7.813 3.674 0.706
H 6.034 3.681 0.744
H 7.754 2.269 -1.370
H 6.882 3.793 -1.625
H 4.946 2.653 -1.132
*
```

Summary:
HOMO level (hartree): -0.3556
Frontier orbital gap (eV): 8.8
SMILES string: COCCCCCCCCCN(COC)S(=O)(=O)F.CCO.CCO.CCO.CCO
Relative energy (zero: lowest compared OMol25 entry of this formula, charge and spin) (kJ/mol): 715.59

Below is a structure of composition C13H25INO4P2Rh at a distorted geometry, with properties calculated with ωB97M-V/def2-TZVPD.

```
! wB97M-V def2-TZVPD RIJCOSX def2/J DEFGRID3
* xyz 2 5
C 0.453 -2.297 -3.795
C 0.392 -1.156 -3.020
H 0.434 -1.994 -4.879
H -0.442 -2.900 -3.497
H 1.388 -2.844 -3.501
O 0.268 0.098 -2.861
I 0.380 -3.109 -0.391
Rh 0.600 1.889 0.941
P 2.542 -0.438 -0.619
C 3.451 1.034 0.023
C 3.237 -1.827 0.492
H 4.303 -2.013 0.394
H 4.670 -0.484 -1.971
H 2.678 -2.771 0.179
H 3.419 -1.659 -2.580
H 3.107 1.287 1.045
H 2.907 -1.629 1.510
C 3.585 -0.656 -2.150
H 4.541 0.915 -0.026
H 3.221 0.089 -2.871
H 3.141 1.848 -0.651
P -2.126 -0.562 -0.617
C -3.073 1.066 -0.314
C -2.782 -0.790 -2.301
H -2.211 -2.811 0.074
H -3.908 -2.160 -0.240
H -2.995 -1.799 1.276
C -2.932 -1.961 0.202
H -2.510 -1.811 -2.617
H -3.884 -0.650 -2.242
H -4.134 0.906 -0.556
H -2.632 1.801 -0.988
H -2.327 -0.032 -2.965
H -2.920 1.359 0.705
C 0.376 3.428 0.068
O 0.296 4.590 -0.012
O 1.537 1.472 2.578
C 0.265 1.429 2.961
C -0.469 2.477 3.760
C -1.795 1.740 4.090
C -1.772 0.522 3.253
O -2.686 0.000 2.596
N -0.465 0.347 2.765
H 0.090 2.750 4.660
H -0.635 3.393 3.144
H -1.937 1.563 5.159
H -2.649 2.348 3.788
*
```

Summary:
HOMO level (alpha / beta) (hartree): -0.5452 / -0.5555
Frontier orbital gap (alpha / beta) (eV): 5.7 / 5.2

Below is a structure of composition C12H19AuF6NOPS3 at a distorted geometry, with properties calculated with ωB97M-V/def2-TZVPD.

```
! wB97M-V def2-TZVPD RIJCOSX def2/J DEFGRID3
* xyz 3 2
Au -0.093 0.532 0.365
O -2.320 0.781 1.095
C -2.411 1.378 2.369
C -1.179 1.178 3.212
C -1.247 1.261 4.611
C -0.076 1.160 5.327
C 1.136 0.957 4.693
C 1.121 0.871 3.304
N -0.006 0.993 2.642
H -2.695 -0.118 1.125
H -3.301 1.040 2.910
H -2.516 2.460 2.205
H -2.211 1.394 5.082
H -0.106 1.248 6.412
H 2.077 0.888 5.220
H 2.038 0.726 2.751
C 1.370 -1.657 -3.158
C 2.081 -1.670 -1.814
S 2.155 -0.214 -0.709
C 2.487 1.283 -1.727
C 1.386 1.806 -2.629
S -0.289 1.902 -1.862
C -1.418 1.008 -3.004
C -0.931 -0.123 -3.896
S -0.456 -1.729 -3.143
H 1.640 -2.615 -3.626
H 1.714 -0.859 -3.813
H 3.136 -1.912 -1.983
H 1.679 -2.453 -1.169
H 3.384 1.087 -2.320
H 2.751 2.023 -0.969
H 1.316 1.249 -3.558
H 1.629 2.842 -2.888
H -1.800 1.799 -3.662
H -2.251 0.703 -2.368
H -0.145 0.199 -4.579
H -1.800 -0.400 -4.509
F 0.125 -1.749 1.418
P -0.878 -2.882 0.677
F 0.437 -3.470 0.010
F -0.928 -3.796 1.905
F -1.795 -3.637 -0.326
F -0.727 -1.567 -0.749
F -2.083 -1.917 1.128
*
```

Summary:
HOMO level (alpha / beta) (hartree): -0.6876 / -0.6876
Frontier orbital gap (alpha / beta) (eV): 4.2 / 4.2

Below is a structure of composition C33H45HgN5O at a distorted geometry, with properties calculated with ωB97M-V/def2-TZVPD.

```
! wB97M-V def2-TZVPD RIJCOSX def2/J DEFGRID3
* xyz -2 1
Hg 0.320 0.462 -0.480
N 2.810 -0.171 3.090
N -0.032 2.398 1.445
C -2.588 -1.502 -0.350
C -2.448 -1.539 1.066
C -1.355 -2.399 1.373
C -0.749 -2.617 2.702
H -1.417 -2.260 3.496
H 0.211 -2.081 2.797
H -0.551 -3.686 2.871
C -0.868 -2.947 0.156
C 0.211 -3.945 0.034
H -0.141 -4.944 0.343
H 1.069 -3.689 0.667
H 0.562 -4.023 -1.001
C -1.595 -2.357 -0.910
C -1.301 -2.558 -2.345
H -0.219 -2.479 -2.536
H -1.810 -1.809 -2.962
H -1.621 -3.555 -2.687
C -3.288 -0.835 2.057
H -4.057 -1.509 2.472
H -3.816 0.016 1.609
H -2.686 -0.470 2.901
C -3.588 -0.718 -1.108
H -3.211 -0.435 -2.100
H -3.855 0.206 -0.579
H -4.514 -1.300 -1.256
C 4.121 -0.288 3.036
H 4.524 -1.081 3.663
C 4.947 0.521 2.251
H 6.010 0.333 2.271
C 4.405 1.544 1.472
H 5.018 2.186 0.848
C 3.042 1.750 1.520
H 2.498 2.521 0.954
C 2.271 0.845 2.334
C 0.841 0.613 2.219
H 0.168 0.496 3.193
C -0.559 2.279 0.263
C -0.596 3.441 2.077
H -0.288 3.597 3.091
C -1.536 4.020 1.233
H -2.120 4.883 1.377
N -1.574 3.212 0.088
C -2.650 3.046 -0.795
C -3.929 3.108 -0.251
C -4.989 3.107 -1.163
H -5.997 3.233 -0.776
C -4.758 2.950 -2.528
C -5.905 3.034 -3.491
H -5.772 2.322 -4.313
H -5.981 4.041 -3.926
H -6.845 2.819 -2.973
C -3.460 2.748 -3.005
H -3.273 2.578 -4.063
C -2.362 2.826 -2.142
C -0.980 2.730 -2.693
H -0.228 3.287 -2.126
H -0.988 3.128 -3.719
H -0.645 1.683 -2.785
C -4.203 3.158 1.212
H -3.922 4.109 1.680
H -3.753 2.331 1.785
H -5.290 3.068 1.335
C 3.407 -3.223 1.706
N 4.154 -2.633 0.605
C 5.594 -2.820 0.612
C 3.488 -1.751 -0.207
O 2.314 -1.410 0.065
N 4.118 -1.210 -1.300
C 5.184 -1.847 -2.053
C 3.401 -0.145 -1.971
H 4.105 -3.486 2.509
H 2.909 -4.145 1.370
H 2.659 -2.522 2.090
H 5.918 -3.473 -0.211
H 6.127 -1.859 0.562
H 5.861 -3.310 1.553
H 5.127 -1.479 -3.083
H 6.175 -1.581 -1.658
H 5.072 -2.940 -2.066
H 2.397 -0.467 -2.287
H 3.296 0.718 -1.300
H 3.978 0.154 -2.852
*
```

Summary:
HOMO level (alpha / beta) (hartree): 0.0584 / 0.0585
Frontier orbital gap (alpha / beta) (eV): 2.9 / 2.9
Relative energy (zero: lowest compared OMol25 entry of this formula, charge and spin) (kJ/mol): 47.74